The following is a quantum chemistry calculation of an isolated ion of composition C7H11N2O3 and charge +1 in a non-equilibrium geometry, from the OMol25 dataset.

Calculated values
Kohn-Sham gap (eV): 10.44
HOMO level (eV): -14.30
E_LUMO (eV): -3.86
E_tot (a.u.): -608.25538
SMILES: C=CNC(O)=[N+](C(C)=O)C(C)=O
ΔE to the lowest compared entry with this formula, charge and spin (kcal/mol): 32.11
Total charge: +1

Last column: natural (NBO) charge in e.
Geometry (Å):
H1 -1.775 -2.237 -0.124  0.5356
C1 -2.583 1.303 -0.444  -0.7125
C2 -2.090 -0.131 -0.241  0.7389
N1 -0.709 -0.256 -0.108  -0.5558
H2 2.364 -1.378 -2.029  0.2016
H3 1.444 -2.615 0.316  0.4515
H4 -1.956 1.627 -1.318  0.2551
N2 1.206 -1.566 0.242  -0.5890
H5 1.084 1.635 2.095  0.3054
H6 3.694 -0.148 -1.651  0.2377
H7 -0.445 1.037 2.115  0.2489
O1 -0.743 -2.494 0.119  -0.5960
C3 2.902 -0.684 -1.260  -0.2980
C4 2.460 -0.877 -0.036  -0.0927
C5 0.189 1.011 0.033  0.7394
O2 -2.832 -1.055 -0.232  -0.5340
H8 -0.065 2.670 1.411  0.2954
H9 3.116 -0.440 0.799  0.2352
H10 -3.740 1.289 -0.680  0.2854
C6 -0.094 -1.425 0.123  0.8338
C7 0.164 1.553 1.429  -0.7999
O3 0.826 1.304 -0.936  -0.4262
H11 -2.414 1.878 0.376  0.2402